No. 1
Entry from OMol25: a 13-piece molecular cluster, C16H58N20O13 overall at a distorted geometry (ωB97M-V/def2-TZVPD).

Geometry as ORCA input:
```
! wB97M-V def2-TZVPD RIJCOSX def2/J DEFGRID3
* xyz 0 1
C 4.650 0.930 1.345
C 5.407 0.061 0.352
O 6.566 0.735 -0.141
H 4.804 1.924 0.935
H 5.098 1.046 2.337
H 3.589 0.686 1.403
H 4.737 -0.082 -0.496
H 5.770 -0.912 0.741
H 6.317 1.615 -0.445
C -2.535 5.016 0.340
C -3.537 3.989 0.832
O -3.069 2.680 0.655
H -2.867 6.048 0.472
H -2.304 4.850 -0.714
H -1.562 4.827 0.781
H -4.607 4.180 0.556
H -3.459 4.158 1.919
H -2.991 2.431 -0.255
C -0.542 0.796 -0.481
C 0.335 -0.397 -0.258
O 1.716 -0.042 0.053
H -0.842 1.329 0.415
H -1.444 0.513 -1.039
H -0.058 1.525 -1.133
H 0.408 -1.015 -1.146
H 0.009 -0.905 0.642
H 2.110 0.406 -0.702
C 1.225 -3.779 4.365
O 2.137 -2.989 4.355
N 1.081 -4.584 5.449
N 0.350 -4.034 3.319
H 1.487 -4.411 6.338
H 0.250 -5.151 5.401
H -0.412 -4.607 3.601
H 0.317 -3.376 2.600
C -4.876 -1.246 -0.373
O -3.638 -1.430 -0.518
N -5.614 -0.545 -1.313
N -5.607 -1.538 0.766
H -6.594 -0.566 -1.132
H -5.107 -0.056 -1.993
H -5.100 -2.101 1.450
H -6.577 -1.301 0.892
C 2.547 -3.545 0.232
O 1.344 -3.643 0.373
N 3.256 -4.636 -0.182
N 3.266 -2.425 0.487
H 4.049 -4.415 -0.736
H 2.790 -5.510 -0.393
H 2.784 -1.529 0.612
H 4.210 -2.532 0.164
C 1.194 4.535 -0.699
O 1.213 5.751 -0.548
N 1.080 3.658 0.307
N 1.214 3.931 -1.884
H 1.214 2.667 0.196
H 1.327 4.152 1.145
H 1.368 2.945 -1.926
H 1.200 4.504 -2.714
C 0.007 -0.670 -4.652
O 0.996 -1.427 -4.634
N -1.043 -0.663 -3.772
N -0.121 0.294 -5.595
H -1.250 -1.461 -3.224
H -1.650 0.105 -3.602
H 0.255 0.072 -6.494
H -1.038 0.688 -5.558
C -1.860 -4.681 -1.189
O -2.951 -5.124 -1.456
N -1.605 -3.368 -1.119
N -0.780 -5.440 -0.904
H -0.643 -3.122 -0.843
H -2.340 -2.753 -0.820
H 0.033 -5.124 -0.407
H -0.819 -6.452 -0.983
C -2.722 2.766 -3.594
O -2.983 1.844 -4.338
N -1.501 3.103 -3.136
N -3.682 3.675 -3.151
H -0.939 2.268 -3.277
H -1.424 3.601 -2.267
H -3.254 4.290 -2.492
H -4.144 4.157 -3.897
C 0.248 0.332 4.173
O -0.553 1.179 3.843
N 0.302 -0.269 5.425
N 1.151 -0.155 3.302
H 0.002 0.279 6.206
H 1.081 -0.903 5.616
H 1.131 0.126 2.326
H 1.555 -1.057 3.544
C 3.810 1.875 -2.636
O 2.785 1.618 -1.962
N 4.642 2.950 -2.302
N 4.174 1.227 -3.793
H 5.388 3.323 -2.861
H 4.326 3.535 -1.564
H 3.549 0.481 -4.054
H 4.787 1.738 -4.401
C -3.165 -1.693 3.125
O -4.175 -2.375 2.894
N -2.288 -1.235 2.179
N -2.699 -1.477 4.430
H -1.849 -0.356 2.439
H -2.774 -1.175 1.289
H -1.820 -1.048 4.566
H -3.230 -2.082 5.008
*
```

Summary:
E_LUMO, eV: 0.104
Relative energy (zero: lowest compared OMol25 entry of this formula, charge and spin), kJ/mol: 207.0

=====

No. 2
Entry from OMol25: a 13-piece molecular cluster, C16H58N4O13 overall at a distorted geometry (ωB97M-V/def2-TZVPD).

Geometry as ORCA input:
```
! wB97M-V def2-TZVPD RIJCOSX def2/J DEFGRID3
* xyz 0 1
C 3.783 -1.806 0.472
C 3.575 -0.253 0.435
O 4.352 0.466 1.371
H 4.613 -2.270 0.028
H 3.004 -2.321 -0.103
H 3.375 -2.210 1.383
H 2.523 -0.114 0.665
H 3.781 0.153 -0.540
H 5.025 0.823 0.809
C 1.278 2.812 3.532
C 2.418 2.008 2.964
O 3.318 2.838 2.245
H 0.870 2.205 4.336
H 0.647 2.997 2.787
H 1.665 3.788 3.862
H 1.996 1.214 2.286
H 3.073 1.602 3.753
H 3.710 2.186 1.686
C -2.725 -2.555 1.493
C -2.359 -3.329 0.187
O -3.076 -4.551 0.132
H -2.073 -1.714 1.408
H -2.547 -3.019 2.407
H -3.745 -2.283 1.529
H -1.278 -3.614 0.217
H -2.596 -2.782 -0.760
H -4.009 -4.271 -0.014
C -0.037 -0.462 -0.170
O 0.225 -0.008 1.107
N 0.392 -1.626 -0.534
N -0.712 0.219 -1.058
H 0.798 -2.233 0.209
H 0.067 -2.138 -1.364
H -1.338 1.023 -0.608
H -1.097 -0.208 -1.956
C -1.323 4.348 -2.660
O -1.615 3.166 -3.312
N -1.817 5.462 -2.942
N -0.549 4.486 -1.615
H -2.725 5.524 -3.515
H -1.348 6.341 -2.715
H -0.118 3.575 -1.549
H -0.207 5.264 -1.047
C -3.397 1.748 -0.228
O -2.097 2.344 -0.310
H -3.405 0.670 -0.058
H -3.926 1.945 -1.134
H -3.881 2.184 0.624
H -2.284 3.312 -0.385
C -0.106 -3.484 -3.506
O -0.347 -3.675 -2.123
H -0.404 -2.514 -3.926
H -0.841 -3.931 -4.131
H 0.932 -3.659 -3.837
H -0.553 -4.666 -2.013
C 0.819 -0.924 4.159
O -0.359 -1.180 3.507
H 0.921 -1.777 4.841
H 0.762 -0.027 4.776
H 1.704 -0.890 3.455
H -0.791 -0.342 3.303
C 1.809 2.590 -0.794
O 0.970 2.262 -1.828
H 2.146 3.572 -0.976
H 2.732 2.042 -0.792
H 1.414 2.682 0.183
H 0.644 1.337 -1.646
C 0.494 -4.142 2.537
O 0.628 -2.979 1.759
H 0.329 -4.961 1.851
H -0.340 -4.118 3.182
H 1.351 -4.371 3.183
H 0.182 -2.296 2.238
C -2.445 -0.230 -4.071
O -2.353 -1.040 -2.880
H -2.234 0.745 -3.664
H -3.473 -0.405 -4.439
H -1.748 -0.486 -4.921
H -2.627 -1.935 -3.023
C 2.206 -0.749 -3.219
O 2.861 -0.547 -4.437
H 1.256 -0.238 -3.104
H 2.903 -0.316 -2.454
H 2.061 -1.790 -2.933
H 2.247 -0.688 -5.157
C -1.917 2.279 3.129
O -1.934 0.976 2.617
H -1.555 3.007 2.421
H -1.364 2.289 4.054
H -2.853 2.705 3.465
H -1.334 0.913 1.841
*
```

Summary:
E_LUMO, eV: 0.197
Relative energy (zero: lowest compared OMol25 entry of this formula, charge and spin), kJ/mol: 464.3

=====

No. 3
Entry from OMol25: C16H5Br2Cl5NO3Re as an isolated structure at a distorted geometry (ωB97M-V/def2-TZVPD).

Geometry as ORCA input:
```
! wB97M-V def2-TZVPD RIJCOSX def2/J DEFGRID3
* xyz 1 2
Re 1.209 1.151 -1.183
Cl 1.671 1.935 2.136
C 2.073 0.375 1.565
C 1.833 -0.101 0.220
C 2.186 -2.309 -0.943
Cl -0.398 -1.974 -2.347
C 2.332 -1.467 0.160
Cl 2.601 -3.892 -1.275
C 2.873 -1.744 1.467
Cl 3.592 -3.176 1.911
C 2.704 -0.569 2.312
Cl 3.189 -0.364 3.915
Br -2.218 -4.346 -3.504
C -0.788 -3.381 -3.024
C -2.477 -2.123 -0.553
C -3.193 -1.385 0.344
Br -4.721 -1.921 1.270
C -2.597 -0.096 0.459
C -2.961 1.027 1.166
C -2.205 2.192 1.009
C -1.099 2.177 0.198
N -0.677 1.063 -0.456
C -1.440 -0.068 -0.397
C -1.383 -1.330 -1.016
O 0.835 0.463 -2.641
H -2.701 -3.128 -0.871
H -3.832 1.006 1.810
H -2.469 3.111 1.511
H -0.493 3.064 0.056
O 1.161 4.458 -0.254
C 2.124 4.030 -0.794
O 2.247 2.723 -1.196
H 3.021 4.598 -1.055
*
```

Summary:
E_LUMO (alpha / beta), eV: -5.340 / -5.436
Expectation value of S²: 0.794
Relative energy (zero: lowest compared OMol25 entry of this formula, charge and spin), kJ/mol: 0.0

=====

No. 4
Entry from OMol25: a 14-piece molecular cluster, C16H60N10O14 overall at a distorted geometry (ωB97M-V/def2-TZVPD).

Geometry as ORCA input:
```
! wB97M-V def2-TZVPD RIJCOSX def2/J DEFGRID3
* xyz 0 1
C 4.653 0.008 1.106
C 5.026 1.416 1.685
O 6.387 1.748 1.420
H 3.593 -0.170 1.082
H 5.082 -0.699 1.749
H 4.993 -0.199 0.109
H 4.797 1.341 2.777
H 4.377 2.138 1.251
H 6.578 2.405 2.081
C -2.620 2.090 -3.258
C -1.791 0.844 -3.379
O -0.461 1.093 -3.844
H -3.651 1.768 -3.259
H -2.502 2.834 -4.080
H -2.500 2.629 -2.342
H -2.197 0.257 -4.199
H -1.849 0.138 -2.541
H -0.197 0.193 -4.012
C 1.800 -2.950 -0.129
O 1.694 -3.957 -1.130
N 1.135 -2.942 0.959
N 2.589 -1.906 -0.339
H 0.586 -3.799 1.129
H 1.243 -2.121 1.654
H 3.166 -2.048 -1.188
H 3.311 -1.707 0.291
C -0.401 -0.060 -0.198
O -1.199 1.023 -0.137
N 0.893 0.024 -0.494
N -0.807 -1.242 0.134
H 1.238 0.914 -0.952
H 1.565 -0.784 -0.362
H -1.676 -1.276 0.589
H -0.237 -2.036 0.308
C 1.295 3.348 -1.108
O 2.371 4.144 -0.781
N 0.031 3.512 -0.879
N 1.435 2.313 -1.872
H -0.161 4.289 -0.264
H -0.660 2.860 -1.187
H 2.400 2.151 -2.271
H 0.692 2.004 -2.484
C -2.086 -5.254 1.296
O -0.782 -4.886 1.268
N -2.493 -6.448 0.956
N -3.075 -4.471 1.749
H -1.681 -7.079 0.937
H -3.478 -6.704 1.102
H -2.908 -3.477 1.895
H -4.049 -4.777 1.821
C 1.680 0.571 2.772
O 1.488 -0.786 2.576
N 2.090 1.085 3.925
N 1.560 1.336 1.744
H 2.647 0.471 4.529
H 2.327 2.078 4.035
H 1.350 0.783 0.836
H 1.462 2.351 1.734
C -1.009 2.830 2.848
O -1.734 1.644 2.631
H -0.179 2.599 3.482
H -1.731 3.464 3.288
H -0.662 3.281 1.961
H -1.195 1.078 2.135
C 1.637 -1.049 -3.668
O 0.460 -1.469 -2.995
H 2.518 -1.058 -3.059
H 1.572 -0.203 -4.331
H 1.844 -1.877 -4.331
H 0.473 -1.208 -2.086
C -4.773 0.794 -0.352
O -3.700 0.125 -0.843
H -4.894 1.769 -0.845
H -4.655 1.085 0.658
H -5.663 0.181 -0.426
H -2.915 0.544 -0.534
C -3.603 3.872 1.169
O -2.996 3.300 0.013
H -3.800 3.063 1.889
H -4.657 4.306 0.906
H -2.937 4.586 1.623
H -2.104 3.051 0.164
C -2.061 -3.615 -1.607
O -2.403 -2.260 -1.874
H -1.727 -4.199 -2.413
H -2.877 -4.118 -1.057
H -1.188 -3.515 -1.043
H -2.106 -1.661 -1.138
C -1.743 -1.743 3.008
O -2.882 -1.696 2.082
H -1.423 -0.763 3.363
H -0.863 -2.298 2.606
H -2.023 -2.212 3.947
H -3.652 -1.280 2.458
C 4.213 1.424 -1.812
O 3.848 2.116 -2.978
H 5.312 1.595 -1.615
H 3.978 0.350 -1.837
H 3.723 1.950 -1.018
H 4.466 2.823 -3.166
*
```

Summary:
E_LUMO, eV: 0.122
Relative energy (zero: lowest compared OMol25 entry of this formula, charge and spin), kJ/mol: 658.2

=====

No. 5
Entry from OMol25: C16H61FGaO13 as an isolated structure at a distorted geometry (ωB97M-V/def2-TZVPD).

Geometry as ORCA input:
```
! wB97M-V def2-TZVPD RIJCOSX def2/J DEFGRID3
* xyz -1 1
C 1.578 0.785 -1.971
C 0.135 1.149 -1.574
F -0.272 0.180 -0.619
C -0.885 1.176 -2.732
Ga -2.772 0.622 -2.059
H 2.168 0.715 -1.030
H 1.598 -0.206 -2.455
H 2.063 1.524 -2.620
H 0.111 2.132 -1.078
H -0.626 0.512 -3.576
H -0.992 2.207 -3.120
H -2.713 -0.542 -0.924
H -3.700 0.004 -3.235
H -3.517 1.878 -1.386
C -0.331 1.560 2.897
O -0.747 0.447 2.124
H -0.905 1.581 3.824
H 0.734 1.471 3.134
H -0.513 2.483 2.338
H -0.225 0.454 1.307
C -4.266 -0.638 3.022
O -3.050 -1.057 3.632
H -5.072 -0.746 3.749
H -4.190 0.411 2.720
H -4.483 -1.254 2.149
H -2.352 -0.954 2.974
C -6.757 -2.196 -0.222
O -6.451 -0.983 0.452
H -5.935 -2.427 -0.895
H -6.874 -3.012 0.499
H -7.677 -2.085 -0.804
H -7.183 -0.790 1.040
C 2.156 -3.109 -1.024
O 1.133 -3.013 -0.038
H 2.703 -4.038 -0.875
H 1.708 -3.110 -2.023
H 2.843 -2.266 -0.925
H 0.664 -2.183 -0.191
C 1.935 0.703 -6.218
O 2.609 0.876 -4.972
H 1.166 1.465 -6.304
H 2.641 0.811 -7.044
H 1.468 -0.285 -6.257
H 3.281 0.196 -4.914
C 5.074 -3.135 1.765
O 5.371 -3.393 0.394
H 5.005 -2.060 1.912
H 4.120 -3.597 2.032
H 5.870 -3.535 2.398
H 5.426 -4.343 0.288
C -3.764 3.972 3.340
O -3.481 3.755 1.965
H -3.852 5.043 3.518
H -4.706 3.485 3.608
H -2.949 3.572 3.952
H -3.410 2.804 1.834
C 3.050 2.139 -10.262
O 2.036 2.225 -9.269
H 3.596 1.210 -10.115
H 2.605 2.139 -11.261
H 3.743 2.980 -10.169
H 1.564 3.047 -9.410
C -2.111 -4.247 1.262
O -0.905 -4.671 1.891
H -2.920 -4.322 1.986
H -2.022 -3.209 0.932
H -2.336 -4.887 0.404
H -0.203 -4.596 1.237
C 5.709 -3.791 5.446
O 5.823 -2.395 5.191
H 6.012 -4.334 4.554
H 6.361 -4.070 6.279
H 4.672 -4.040 5.685
H 5.550 -1.941 5.989
C -0.233 -2.425 -4.631
O -1.619 -2.214 -4.854
H 0.274 -1.464 -4.698
H -0.070 -2.847 -3.635
H 0.177 -3.102 -5.390
H -2.053 -3.066 -4.788
C -1.418 7.061 3.733
O -2.393 7.121 2.700
H -1.399 8.022 4.243
H -1.675 6.278 4.453
H -0.430 6.860 3.311
H -2.395 6.264 2.261
C 2.706 2.304 5.883
O 1.312 2.521 5.711
H 3.213 3.265 5.819
H 2.903 1.859 6.863
H 3.087 1.645 5.097
H 0.881 1.666 5.768
*
```

Summary:
E_LUMO, eV: 1.940

=====

Energy? In order: -73962.15420, -50104.14931, -229115.21000, -61126.94115, -99285.84575 eV.